[1]
{
  "formula": "C46H136O22",
  "method": "ωB97M-V with the def2-TZVPD basis set",
  "energy_ev": -94947.956,
  "orbital_gap_ev": 9.09,
  "mol_weight_g_mol": 1041.572,
  "homo_energy_ev": -9.161,
  "spin_multiplicity": 1,
  "symbols": ["C", "O", "H", "H", "H", "H", "C", "O", "H", "H", "H", "H", "C", "O", "H", "H", "H", "H", "C", "O", "H", "H", "H", "H", "C", "O", "H", "H", "H", "H", "C", "O", "H", "H", "H", "H", "C", "O", "H", "H", "H", "H", "C", "O", "H", "H", "H", "H", "C", "O", "H", "H", "H", "H", "C", "O", "H", "H", "H", "H", "C", "C", "C", "O", "H", "H", "H", "H", "H", "H", "H", "H", "C", "C", "C", "O", "H", "H", "H", "H", "H", "H", "H", "H", "C", "C", "C", "O", "H", "H", "H", "H", "H", "H", "H", "H", "C", "C", "C", "O", "H", "H", "H", "H", "H", "H", "H", "H", "C", "C", "C", "O", "H", "H", "H", "H", "H", "H", "H", "H", "C", "C", "C", "O", "H", "H", "H", "H", "H", "H", "H", "H", "C", "C", "C", "O", "H", "H", "H", "H", "H", "H", "H", "H", "C", "C", "C", "O", "H", "H", "H", "H", "H", "H", "H", "H", "C", "C", "C", "O", "H", "H", "H", "H", "H", "H", "H", "H", "C", "C", "C", "O", "H", "H", "H", "H", "H", "H", "H", "H", "C", "C", "C", "O", "H", "H", "H", "H", "H", "H", "H", "H", "C", "C", "C", "O", "H", "H", "H", "H", "H", "H", "H", "H"],
  "xyz": [[-2.21166, -5.16125, 1.77519], [-2.57893, -4.89924, 0.44180], [-3.01891, -4.84457, 2.43560], [-2.05574, -6.21645, 1.99959], [-1.28123, -4.60802, 1.90309], [-1.85198, -5.24074, -0.08405], [-2.20492, -0.42590, -5.19078], [-1.30462, 0.51717, -5.70588], [-2.79876, 0.09692, -4.44104], [-2.86701, -0.76746, -5.98645], [-1.79503, -1.34711, -4.77669], [-0.59307, 0.07550, -6.17518], [2.64333, 5.14877, 1.60453], [2.15028, 6.26903, 2.35724], [3.71961, 5.18764, 1.43655], [2.46508, 4.26723, 2.22036], [2.16122, 5.00542, 0.63752], [2.74706, 7.00440, 2.20013], [-0.39895, -0.17226, 0.41937], [-0.98156, -1.42803, 0.55447], [-0.56687, 0.49486, 1.26485], [0.67580, -0.26969, 0.26602], [-0.80319, 0.35514, -0.44466], [-0.61635, -1.96373, -0.15352], [2.86406, 1.38116, -0.91868], [4.02073, 0.63458, -0.91847], [3.12499, 2.43515, -1.01427], [2.33343, 1.07533, -1.82034], [2.29159, 1.20734, -0.00755], [4.24243, 0.59602, 0.01478], [3.66016, -3.78987, 3.21384], [2.90743, -3.35288, 4.28913], [4.45707, -3.06363, 3.05379], [4.22079, -4.69162, 3.46008], [3.07561, -3.80566, 2.29398], [1.99981, -3.20949, 4.01119], [-4.50996, -2.04570, 1.21518], [-3.43486, -1.38087, 1.89849], [-5.42104, -1.98794, 1.81074], [-4.74890, -1.66982, 0.22032], [-4.27634, -3.10570, 1.11550], [-2.62395, -1.35827, 1.38517], [1.60177, 4.54752, 5.33319], [0.35955, 3.96959, 5.07093], [2.42948, 3.89385, 5.05806], [1.76882, 5.54111, 4.91729], [1.65449, 4.75656, 6.40166], [0.09813, 4.29950, 4.20813], [-0.29891, -2.29074, 4.13232], [0.45310, -2.52354, 2.93467], [-0.39439, -1.22578, 4.34404], [-1.29465, -2.66647, 3.89688], [0.17827, -2.76050, 4.99240], [-0.05556, -2.19155, 2.19127], [-1.11856, 4.79571, -2.25939], [-0.89675, 3.48149, -1.82743], [-1.88020, 4.79714, -3.03912], [-1.46831, 5.37860, -1.40732], [-0.22223, 5.25413, -2.67721], [-0.53094, 2.98011, -2.55984], [-3.61062, 1.45412, -0.99644], [-5.01636, 1.43675, -0.35769], [-4.97678, 2.06099, 1.05365], [-5.75918, 2.23054, -1.14981], [-3.52920, 0.97787, -1.97351], [-2.99307, 0.77718, -0.40612], [-3.17374, 2.45250, -1.01825], [-5.41564, 0.42441, -0.29577], [-5.94159, 2.08140, 1.56042], [-4.58516, 3.07640, 1.11428], [-4.33239, 1.42769, 1.66339], [-6.00351, 1.75583, -1.94766], [-0.61508, 3.29069, 1.71687], [-0.86567, 4.79657, 1.51405], [-2.34750, 5.19895, 1.29511], [-0.45259, 5.44043, 2.73466], [-0.80868, 3.01082, 2.75238], [0.44049, 3.05469, 1.58202], [-1.15516, 2.67155, 1.00058], [-0.21219, 5.04933, 0.67908], [-2.48914, 6.25122, 1.04861], [-2.93985, 4.97798, 2.18302], [-2.66456, 4.60722, 0.43637], [0.46937, 5.69785, 2.66163], [-3.58257, 3.01085, -4.40008], [-4.38277, 2.22006, -5.41487], [-5.75294, 2.90717, -5.74006], [-3.68536, 2.01516, -6.54783], [-4.25665, 3.19828, -3.56426], [-3.35575, 3.96919, -4.86723], [-2.73620, 2.45684, -3.99410], [-4.59042, 1.23814, -4.98965], [-6.43284, 2.72039, -4.90882], [-6.13169, 2.40687, -6.63133], [-5.64289, 3.97760, -5.91375], [-2.79983, 1.72500, -6.31708], [2.98854, -0.30456, 2.72874], [3.78701, 0.98158, 2.63136], [4.36408, 1.47277, 4.00236], [4.89088, 0.81941, 1.78541], [3.02193, -0.90759, 1.82136], [1.99742, -0.12850, 3.14682], [3.44144, -0.94219, 3.48796], [3.17914, 1.75348, 2.15939], [5.11457, 2.24820, 3.84877], [4.92126, 0.68134, 4.50365], [3.61914, 1.96396, 4.62837], [5.43294, 0.07472, 2.05598], [-0.12541, -7.28290, -3.28218], [-1.09281, -6.13626, -2.85634], [-2.59665, -6.51124, -2.65152], [-0.60856, -5.53565, -1.65916], [-0.63237, -7.76567, -4.11767], [-0.15965, -8.03017, -2.48938], [0.86489, -6.98045, -3.62264], [-1.03303, -5.37954, -3.63857], [-3.09915, -6.78219, -3.58005], [-3.16411, -5.67493, -2.24326], [-2.58436, -7.31978, -1.92062], [0.05569, -6.10145, -1.25886], [-5.91404, -3.75318, -2.30855], [-5.16953, -2.35276, -2.59333], [-3.60378, -2.60371, -2.58835], [-5.61361, -1.86854, -3.81941], [-5.67314, -4.55877, -3.00216], [-6.99508, -3.64879, -2.21618], [-5.60224, -4.05381, -1.30831], [-5.47070, -1.63406, -1.83120], [-3.15082, -2.63227, -1.59733], [-3.10257, -1.77244, -3.08420], [-3.31567, -3.55409, -3.03765], [-5.38776, -2.55035, -4.45637], [-0.05629, 4.30685, -5.94481], [0.78818, 3.22181, -5.31569], [2.03102, 3.81407, -4.57761], [0.00682, 2.60895, -4.33518], [-0.94965, 3.83644, -6.35557], [0.47200, 4.86401, -6.71849], [-0.38794, 5.01496, -5.18540], [1.05800, 2.46675, -6.05406], [2.88220, 3.82737, -5.25835], [2.37164, 3.06067, -3.86734], [1.92902, 4.78451, -4.09189], [-0.48603, 1.94052, -4.81675], [6.33158, -2.01564, 0.50859], [7.19864, -2.12605, 1.73516], [8.63768, -2.03215, 1.50075], [6.80258, -1.12736, 2.63890], [6.33556, -1.05292, -0.00254], [5.26057, -2.12383, 0.67978], [6.75756, -2.70257, -0.22269], [6.95482, -3.02843, 2.29585], [8.97838, -1.03037, 1.23909], [8.89971, -2.65117, 0.64270], [9.25147, -2.24351, 2.37636], [7.33897, -1.21628, 3.43008], [5.33331, -1.44735, -3.49063], [5.24665, -0.09491, -4.17416], [3.84252, 0.25251, -4.64888], [5.54331, 0.91193, -3.18121], [4.84428, -1.45719, -2.51654], [6.31720, -1.84057, -3.23484], [4.88112, -2.17722, -4.16211], [6.00144, -0.12435, -4.96000], [3.58426, -0.39793, -5.48454], [3.81385, 1.26749, -5.04523], [3.06166, 0.31826, -3.89124], [5.03548, 0.73876, -2.38514], [2.01492, -0.63054, 6.86506], [1.02285, 0.41613, 6.42261], [-0.20897, 0.52118, 7.32609], [1.58720, 1.68349, 6.44572], [2.92312, -0.60283, 6.26297], [1.57755, -1.60763, 6.65989], [2.21763, -0.53030, 7.93134], [0.66745, 0.17309, 5.42125], [0.05723, 0.73352, 8.36153], [-0.84252, -0.36074, 7.23158], [-0.92654, 1.26609, 6.98214], [0.95493, 2.34521, 6.15598], [2.40490, -3.45985, -1.04914], [1.45369, -2.66139, -1.96431], [1.42630, -3.06379, -3.45158], [0.15640, -2.90830, -1.44581], [3.45015, -3.24954, -1.27563], [2.26915, -4.54102, -1.07666], [2.27795, -3.24547, 0.01201], [1.60864, -1.58880, -1.84760], [2.42964, -3.03860, -3.87674], [0.75555, -2.39820, -3.99490], [0.96810, -4.04784, -3.55061], [-0.09925, -3.82762, -1.55112], [-3.88627, 0.71001, 6.25924], [-3.73071, 0.51444, 4.77134], [-2.62436, 1.30843, 4.05457], [-3.48443, -0.89212, 4.59027], [-3.99162, 1.76880, 6.49578], [-3.00480, 0.34278, 6.78487], [-4.70224, 0.12936, 6.68951], [-4.64370, 0.74858, 4.22387], [-2.87343, 2.36936, 4.03232], [-2.44696, 0.99421, 3.02603], [-1.67006, 1.09159, 4.53456], [-3.45501, -1.06837, 3.64705]],
  "mulliken_charge": [-0.598, -0.341, 0.241, 0.415, 0.052, 0.253, -0.041, -0.534, -0.390, 0.263, 0.434, 0.219, -0.350, -0.566, 0.486, -0.025, 0.157, 0.307, -0.489, 2.271, -0.597, -0.189, 0.346, -0.668, 0.059, -0.066, 0.302, -0.071, -0.261, 0.018, -0.009, -0.610, -0.180, 0.373, -0.049, 0.367, -0.195, 0.544, 0.407, -0.437, 0.005, -0.331, -0.602, -0.636, 0.027, 0.337, 0.404, 0.408, -0.161, -0.195, -0.213, 0.228, 0.477, -0.331, -0.666, 0.235, 0.081, 0.264, 0.203, 0.051, 0.858, 0.593, -1.404, -0.651, -0.453, -0.430, -0.070, 0.105, 0.475, 0.256, 0.084, 0.351, 1.272, 0.627, -1.412, -0.720, -0.302, -0.282, -0.406, 0.083, 0.390, 0.392, 0.105, 0.373, -0.806, 0.755, -1.491, -0.697, 0.392, 0.448, 0.031, -0.058, 0.304, 0.425, 0.341, 0.302, 0.046, 0.878, -1.383, -0.560, -0.238, -0.045, 0.491, -0.122, 0.455, 0.306, 0.031, 0.071, -1.595, 0.800, -1.323, -0.399, 0.440, 0.401, 0.341, 0.163, 0.408, 0.131, 0.383, 0.202, -1.274, 0.660, 0.148, -0.594, 0.366, 0.406, 0.247, -0.361, 0.000, -0.445, 0.375, 0.405, -1.304, 0.579, -1.197, 0.145, 0.269, 0.443, 0.158, 0.390, 0.476, 0.041, 0.355, -0.198, -1.065, 0.736, -1.584, -0.563, 0.296, 0.064, 0.489, 0.188, 0.344, 0.363, 0.440, 0.273, -0.744, 0.281, -0.709, -0.606, -0.206, 0.344, 0.369, 0.361, 0.501, 0.192, -0.089, 0.401, -1.390, 2.149, -1.731, -0.634, 0.259, 0.282, 0.402, -0.780, 0.386, 0.426, 0.423, 0.325, -1.160, 1.157, -1.000, 0.158, 0.332, 0.266, 0.089, -0.256, 0.243, 0.111, 0.013, -0.344, -1.417, 0.803, -0.214, -0.537, 0.339, 0.107, 0.423, 0.104, 0.625, -0.313, -0.185, 0.277]
}

---

[2]
{
  "formula": "C46H24Cl3I4IrN5",
  "method": "ωB97M-V with the def2-TZVPD basis set",
  "total_charge": 1,
  "energy_ev": -128344.401,
  "orbital_gap_ev": [5.06, 4.98],
  "mol_weight_g_mol": 1452.925,
  "homo_energy_ev": [-9.479, -9.481],
  "spin_multiplicity": 1,
  "symbols": ["Ir", "I", "C", "C", "C", "C", "C", "C", "C", "C", "C", "C", "C", "C", "C", "C", "C", "C", "I", "C", "C", "C", "N", "C", "C", "C", "C", "C", "C", "I", "C", "C", "C", "C", "C", "C", "N", "C", "C", "C", "C", "C", "N", "C", "C", "C", "C", "I", "C", "C", "C", "C", "N", "H", "H", "H", "H", "H", "H", "H", "H", "H", "H", "H", "H", "H", "H", "H", "H", "H", "H", "H", "H", "H", "H", "H", "H", "Cl", "C", "Cl", "Cl", "C", "N"],
  "xyz": [[0.08391, 0.07742, 0.03179], [5.14640, -6.37347, -4.52635], [4.24715, -5.07245, -3.17872], [3.33828, -5.55557, -2.24887], [2.74872, -4.68949, -1.34633], [3.06374, -3.32501, -1.32307], [3.94936, -2.86183, -2.30740], [4.53737, -3.71910, -3.22170], [2.39094, -2.35823, -0.42447], [2.86712, -1.04781, -0.31720], [4.24158, -0.59984, -0.32866], [4.24675, 0.71399, -0.00569], [2.86637, 1.13538, 0.13460], [2.38347, 2.46929, 0.19061], [3.16265, 3.49157, 0.92793], [2.88871, 4.86373, 0.86856], [3.64707, 5.78654, 1.56743], [4.68311, 5.35658, 2.38268], [5.86625, 6.74052, 3.38420], [4.90966, 3.99992, 2.54981], [4.15141, 3.08631, 1.83832], [1.18624, 2.80051, -0.51694], [0.11002, 1.97523, -0.56366], [-0.86628, 2.57029, -1.34327], [-2.15025, 2.07580, -1.51615], [-3.02183, 2.77609, -2.50730], [-3.90552, 3.78137, -2.13650], [-4.65034, 4.45490, -3.09642], [-4.50955, 4.11384, -4.43297], [-5.59028, 5.15015, -5.88344], [-3.64431, 3.09893, -4.81779], [-2.90147, 2.43502, -3.85129], [-2.66079, 0.93254, -0.86690], [-4.02418, 0.49164, -0.81601], [-4.05837, -0.63565, -0.05143], [-2.70804, -0.92875, 0.33525], [-1.89977, 0.05403, -0.15749], [-2.24760, -2.10011, 0.97762], [-0.92798, -2.55824, 0.95676], [-0.40582, -3.79231, 1.46349], [0.88126, -3.89738, 1.02939], [1.18067, -2.71502, 0.27288], [0.09497, -1.90684, 0.29227], [-3.26034, -2.93581, 1.68021], [-3.54814, -4.23566, 1.27707], [-4.43228, -5.02083, 2.00372], [-5.01784, -4.50768, 3.15221], [-6.28002, -5.70948, 4.29419], [-4.76050, -3.20512, 3.55624], [-3.89438, -2.41965, 2.80885], [-0.33247, 3.80247, -1.85638], [0.91302, 3.95259, -1.34422], [2.07366, 0.04442, -0.03781], [3.08638, -6.60682, -2.23045], [2.02804, -5.09428, -0.65572], [4.14970, -1.80486, -2.39307], [5.20881, -3.32917, -3.97454], [5.09888, -1.23527, -0.48303], [5.10266, 1.36629, 0.05361], [2.06637, 5.23339, 0.27960], [3.42680, 6.84135, 1.47731], [5.66744, 3.65330, 3.23962], [4.30816, 2.03360, 2.02150], [-4.00390, 4.05630, -1.09204], [-5.32793, 5.24509, -2.80211], [-3.54072, 2.83021, -5.86057], [-2.21326, 1.65072, -4.14543], [-4.85124, 0.99361, -1.29445], [-4.91766, -1.23923, 0.19829], [-0.94510, -4.50671, 2.06578], [1.57452, -4.68676, 1.27164], [-3.08336, -4.63532, 0.38306], [-4.65560, -6.02819, 1.67895], [-5.22132, -2.80634, 4.45040], [-3.67892, -1.40408, 3.12217], [-0.85666, 4.48695, -2.50471], [1.60706, 4.74080, -1.58124], [-0.71249, 1.42211, 5.44286], [-0.03096, -0.02674, 4.70916], [1.62749, -0.27586, 5.23767], [-1.02147, -1.43683, 5.06328], [-0.02615, 0.16872, 3.24848], [-0.02710, 0.33434, 2.12232]],
  "mulliken_charge": [0.618, 0.132, -0.069, -1.053, -0.320, 0.957, -0.462, -0.910, 0.517, 0.153, -1.312, -1.201, 0.371, 0.119, 0.784, -0.494, -1.047, -0.088, 0.131, -0.872, -0.496, 0.835, -0.079, 0.192, 1.245, -0.881, 0.063, -0.681, -0.035, 0.130, -0.770, 0.103, 0.508, -1.271, -1.374, 0.309, 0.022, 1.603, 0.237, -0.751, -1.319, 0.314, -0.183, -0.709, -0.195, -0.717, -0.054, 0.134, -0.871, -0.228, -0.964, -1.465, -0.452, 0.408, 0.325, 0.533, 0.379, 0.795, 0.762, 0.483, 0.408, 0.387, 0.632, 0.500, 0.411, 0.398, 0.526, 0.536, 0.565, 0.708, 0.679, 0.538, 0.402, 0.399, 0.649, 0.557, 0.657, -0.075, 0.743, -0.069, -0.052, -0.040, -0.297]
}